1.
Below is C26H40N4O6PPbS2 as an isolated structure, with properties calculated with ωB97M-V with the def2-TZVPD basis set.

Geometry as XYZ:
```
80
Properties=species:S:1:pos:R:3:forces:R:3
Pb -0.534 0.732 1.272 0.0 0.0 -0.1
N -1.411 5.539 0.688 0.0 0.0 0.1
C -1.274 4.275 1.221 0.0 0.0 -0.2
S -2.188 3.025 0.464 -0.1 0.1 0.0
N -0.455 4.210 2.241 0.0 -0.1 0.1
N -0.239 2.940 2.704 -0.1 0.2 0.0
C 0.125 2.849 3.920 0.0 0.1 -0.1
C 0.375 1.543 4.535 0.0 0.1 0.0
C 0.743 1.457 5.873 0.0 0.0 0.0
C 0.913 0.206 6.439 0.0 0.0 0.0
C 0.721 -0.920 5.658 0.0 0.0 0.0
C 0.373 -0.741 4.326 0.0 -0.1 0.1
N 0.210 0.454 3.784 -0.1 0.0 -0.1
H -2.252 5.691 0.160 0.0 0.0 0.0
H -1.119 6.287 1.298 0.0 0.0 0.0
H 0.215 3.742 4.536 0.0 0.0 0.0
H 0.869 2.361 6.455 0.0 0.0 0.0
H 1.183 0.111 7.484 0.0 0.0 0.0
H 0.819 -1.916 6.063 0.0 0.0 0.0
H 0.202 -1.589 3.672 0.0 0.0 0.0
C 0.810 -5.631 -2.524 0.0 0.0 0.0
O 2.029 -5.417 -1.849 0.1 0.1 0.0
C 2.113 -4.306 -1.053 -0.1 -0.1 -0.1
C 3.371 -4.102 -0.451 0.0 0.1 0.1
C 3.527 -3.009 0.359 0.0 -0.1 -0.1
C 2.504 -2.070 0.602 0.0 0.1 0.1
C 2.791 -0.887 1.398 -0.1 -0.3 0.2
C 4.075 -0.837 2.215 0.0 0.0 0.0
O 2.036 0.080 1.504 0.2 0.1 -0.1
C 1.205 -2.290 0.009 0.1 0.1 0.0
O 0.206 -1.536 0.174 -0.1 0.0 0.0
C 1.072 -3.445 -0.835 0.0 -0.1 0.0
H 0.954 -6.517 -3.139 0.0 0.0 0.0
H 0.555 -4.779 -3.162 0.0 0.0 0.0
H -0.011 -5.804 -1.822 0.0 0.0 0.0
H 4.175 -4.797 -0.643 0.0 0.0 0.0
H 4.497 -2.853 0.809 0.0 0.0 0.0
H 4.967 -0.874 1.590 0.0 0.0 -0.1
H 4.119 -1.685 2.902 0.0 0.0 0.0
H 4.076 0.092 2.779 0.0 0.0 0.0
H 0.095 -3.601 -1.269 0.0 0.0 0.0
C -1.771 3.159 -3.432 0.0 0.0 0.0
C -0.487 2.334 -3.507 0.0 -0.1 -0.1
C 0.717 3.226 -3.204 0.0 0.0 0.0
P -0.517 0.929 -2.286 0.0 0.1 0.1
C 0.790 -0.243 -2.918 0.0 0.0 0.0
C 1.073 -0.268 -4.420 0.0 0.0 0.0
C 2.100 -0.013 -2.161 0.0 0.0 0.0
C -2.131 0.096 -2.690 0.0 0.0 0.0
C -2.284 -0.492 -4.089 0.0 0.0 0.0
C -2.452 -0.946 -1.617 0.0 0.0 0.0
H -1.636 4.100 -3.974 0.0 0.0 0.0
H -2.022 3.401 -2.397 0.0 0.0 0.0
H -2.620 2.640 -3.879 0.0 0.0 0.0
H -0.383 1.934 -4.522 0.0 0.0 0.0
H 0.626 3.653 -2.203 0.0 0.0 0.0
H 0.774 4.049 -3.921 0.0 0.0 0.0
H 1.659 2.678 -3.247 0.0 0.0 0.0
H 0.410 -1.224 -2.606 0.0 0.0 0.0
H 1.540 0.667 -4.742 0.0 0.0 0.0
H 0.185 -0.422 -5.030 0.0 0.0 0.0
H 1.780 -1.072 -4.646 0.0 0.0 0.0
H 2.573 0.921 -2.472 0.0 0.0 0.0
H 2.803 -0.825 -2.368 0.0 0.0 0.0
H 1.941 0.031 -1.086 0.0 0.0 0.0
H -2.854 0.912 -2.579 0.0 0.0 0.0
H -1.617 -1.344 -4.229 0.0 0.0 0.0
H -2.071 0.239 -4.873 0.0 0.0 0.0
H -3.306 -0.853 -4.237 0.0 0.0 0.0
H -1.647 -1.670 -1.492 0.0 0.0 0.0
H -3.370 -1.482 -1.873 0.0 0.0 0.0
H -2.606 -0.480 -0.642 0.0 0.0 0.0
C -4.835 0.118 3.179 0.0 0.0 0.0
S -3.113 -0.018 3.587 -0.1 0.1 0.0
O -2.981 -1.166 4.462 0.1 0.0 0.0
O -2.735 1.259 4.163 0.1 -0.1 0.0
O -2.480 -0.256 2.255 0.1 -0.1 0.1
H -5.382 0.347 4.091 0.0 0.0 0.0
H -5.168 -0.828 2.761 0.0 0.0 0.0
H -4.949 0.923 2.456 0.0 0.0 0.0
```
Forces are in eV/Å.

* LUMO energy: 2.57 eV
* highest occupied orbital energy: -4.9 eV
* ΔE to the lowest compared entry with this formula, charge and spin: 55.4 kJ/mol
* net charge: -1

=====

2.
Below is a 3-piece molecular cluster, C26H40N5O3 overall in a non-equilibrium geometry, with properties calculated with ωB97M-V with the def2-TZVPD basis set.

Geometry as XYZ:
```
74
Properties=species:S:1:pos:R:3:forces:R:3
C 1.069 1.889 2.853 0.2 -0.4 -0.5
N 0.474 1.353 1.602 0.6 -0.2 0.1
C 0.528 2.404 0.573 0.1 0.5 0.2
C 1.277 0.212 1.216 1.6 0.0 -0.4
O 2.479 0.302 0.984 -1.8 0.0 0.4
C 0.582 -1.123 1.179 0.3 0.1 0.4
C -0.120 -1.524 -0.139 0.0 -0.2 -0.5
C -1.658 -1.515 0.023 0.1 0.0 0.7
C -2.296 -0.407 0.850 0.1 0.1 -0.4
C -2.149 0.987 0.288 -0.2 0.4 -0.4
N -2.162 2.087 1.226 -0.8 -0.4 0.1
O -2.109 1.210 -0.903 -0.2 -0.3 0.7
C 0.253 -0.675 -1.373 0.0 -0.6 0.1
C 1.577 -0.989 -2.116 0.2 1.4 0.0
C 1.300 -1.308 -3.600 0.2 -0.3 0.0
C 2.482 0.274 -2.092 0.0 0.0 0.0
N 2.341 -2.082 -1.488 -0.6 -0.6 -0.9
O 3.439 -2.354 -2.079 0.3 0.1 0.3
C 1.639 -3.288 -0.995 0.3 -0.7 0.8
C 1.495 -4.374 -2.065 -0.2 -0.1 0.2
C 2.549 -3.891 0.099 -0.2 0.3 0.0
C 0.243 -3.000 -0.423 -0.3 0.9 -0.1
H 1.426 1.067 3.469 -0.2 -0.1 0.2
H 1.946 2.493 2.621 0.0 0.2 0.1
H 0.329 2.468 3.393 -0.1 0.2 0.1
H 0.177 3.324 1.032 -0.1 0.1 0.0
H -0.157 2.203 -0.245 0.3 0.0 -0.1
H 1.540 2.595 0.226 0.2 -0.1 -0.1
H 1.350 -1.853 1.407 0.2 0.0 -0.1
H -0.113 -1.148 2.019 -0.2 0.0 -0.1
H -1.912 -2.453 0.520 -0.2 -0.1 0.1
H -2.150 -1.536 -0.944 0.1 0.0 -0.2
H -3.372 -0.581 0.842 -0.2 0.1 0.1
H -2.021 -0.418 1.901 0.2 0.0 0.1
H -1.627 1.803 2.041 0.0 -0.1 -0.1
H -3.124 2.159 1.556 -0.1 0.3 -0.2
H -0.553 -0.828 -2.084 -0.1 0.0 -0.1
H 0.203 0.381 -1.127 0.1 0.1 -0.1
H 1.181 -2.371 -3.787 -0.2 -0.1 0.0
H 0.415 -0.784 -3.946 -0.1 0.1 0.0
H 2.133 -0.980 -4.213 0.2 -0.1 -0.1
H 3.527 0.003 -1.985 0.1 -0.1 -0.1
H 2.227 0.955 -1.289 0.0 0.0 0.1
H 2.384 0.829 -3.021 -0.1 0.0 -0.1
H 1.135 -5.263 -1.547 0.0 -0.1 0.0
H 0.740 -4.135 -2.808 0.1 0.1 -0.2
H 2.448 -4.626 -2.514 0.1 0.1 -0.2
H 3.380 -4.428 -0.345 0.2 0.0 0.0
H 2.935 -3.113 0.752 0.1 0.1 0.0
H 1.974 -4.579 0.712 -0.1 -0.2 0.0
H -0.523 -3.383 -1.098 0.0 -0.1 -0.2
H 0.110 -3.524 0.519 0.0 -0.3 0.0
N 2.291 4.711 -1.069 0.1 0.1 -0.1
C 3.423 5.284 -0.667 0.0 0.0 0.0
C 4.524 5.469 -1.488 0.0 0.0 0.0
C 4.448 5.032 -2.799 0.0 0.0 0.0
C 3.278 4.431 -3.234 0.0 0.0 0.0
C 2.233 4.297 -2.333 -0.1 0.0 0.0
H 3.444 5.607 0.369 0.0 0.0 0.0
H 5.419 5.942 -1.106 0.0 0.0 0.0
H 5.287 5.155 -3.472 0.0 0.0 0.0
H 3.176 4.072 -4.249 0.0 0.0 0.0
H 1.300 3.831 -2.632 0.0 0.0 0.0
N -5.298 -0.413 2.237 -0.1 0.0 0.1
C -5.098 -0.173 3.532 0.1 0.1 -0.1
C -5.839 -0.757 4.547 0.0 0.0 0.0
C -6.847 -1.641 4.199 0.0 0.0 0.0
C -7.070 -1.902 2.857 0.0 0.0 0.0
C -6.271 -1.266 1.921 0.0 0.0 -0.1
H -4.300 0.526 3.763 0.0 0.0 0.0
H -5.630 -0.524 5.582 0.0 0.0 0.0
H -7.450 -2.118 4.961 0.0 0.0 0.0
H -7.847 -2.584 2.541 0.0 0.0 0.0
H -6.412 -1.445 0.860 0.0 0.0 0.0
```
Forces are in eV/Å.

* spin multiplicity: 2
* LUMO energy (spin up / spin down): 0.52 / 0.52 eV
* highest occupied orbital energy (spin up / spin down): -7.9 / -9.1 eV
* expectation value of S²: 0.754

=====

3.
Below is C26H41N7O2SW as an isolated structure in a non-equilibrium geometry, with properties calculated with ωB97M-V with the def2-TZVPD basis set.

Geometry as XYZ:
```
78
Properties=species:S:1:pos:R:3:forces:R:3
W -0.502 -1.683 -0.915 -1.1 0.4 0.7
C 0.058 -3.214 -3.680 0.0 -0.6 0.5
N -1.029 -2.383 -3.017 -0.5 -1.0 -2.0
C -1.214 -1.184 -3.922 0.5 -0.1 0.3
C 0.049 -0.350 -4.142 -0.4 1.6 -1.4
C 0.847 0.314 -2.989 -0.7 -1.1 -0.2
N 1.090 -0.675 -1.897 0.8 0.5 -1.2
C 2.310 -0.781 -1.518 1.3 -0.5 0.9
C 2.883 -1.817 -0.665 -2.1 0.9 -0.3
C 4.148 -1.697 -0.113 0.8 -0.2 0.0
C 4.780 -2.755 0.523 -2.0 -0.6 -1.6
C 4.092 -4.010 0.436 0.8 0.8 -0.2
C 2.822 -4.103 -0.101 -0.4 -0.8 0.1
C 2.119 -2.985 -0.516 1.7 0.2 0.3
O 0.836 -3.054 -0.838 -0.7 -0.3 -0.2
C -2.319 -3.229 -3.139 -0.7 0.9 0.3
C -3.575 -2.706 -2.321 1.1 -1.2 -2.0
C -3.370 -2.792 -0.852 -1.7 -0.1 1.9
N -2.363 -1.846 -0.445 0.4 0.1 -0.1
C -2.761 -0.487 -0.049 0.1 -0.1 0.3
C -2.416 -0.264 1.425 0.5 -0.5 -0.7
C -3.329 0.315 2.316 0.9 -0.2 -0.4
C -2.988 0.468 3.650 0.8 -1.4 0.6
C -1.766 -0.105 4.094 -0.9 1.3 0.3
C -0.863 -0.655 3.206 1.3 0.1 0.8
C -1.140 -0.730 1.857 -1.2 0.0 -1.0
O -0.253 -1.247 0.949 -0.1 0.4 0.7
H -0.203 -3.482 -4.726 -0.1 0.2 0.7
H 0.288 -4.138 -3.096 -0.4 0.8 -0.4
H 0.950 -2.602 -3.712 0.2 -0.2 0.1
H -1.993 -0.633 -3.468 -0.7 0.8 0.3
H -1.588 -1.475 -4.907 0.2 -0.4 0.0
H -0.260 0.489 -4.855 0.2 -0.8 1.1
H 0.695 -0.908 -4.820 0.4 -0.1 0.4
H 0.300 1.058 -2.450 -0.6 0.9 -0.4
H 1.749 0.773 -3.433 -0.1 -0.5 0.6
H 3.038 -0.077 -1.907 0.0 0.2 -0.2
H 4.673 -0.768 -0.286 0.1 0.1 0.1
H 5.809 -2.618 0.733 0.7 -0.3 0.8
H 4.596 -4.937 0.667 0.1 0.0 0.3
H 2.333 -5.057 -0.289 0.2 0.0 0.5
H -2.059 -4.209 -2.803 0.2 -0.7 0.6
H -2.613 -3.401 -4.202 0.5 0.7 0.5
H -4.440 -3.274 -2.721 0.4 0.2 0.6
H -3.748 -1.678 -2.571 -0.2 0.7 -0.3
H -3.097 -3.792 -0.452 -0.3 0.4 -0.5
H -4.329 -2.455 -0.328 1.0 -0.7 -0.6
H -3.823 -0.276 -0.252 0.3 -0.1 0.0
H -4.269 0.621 1.904 -0.5 0.2 0.1
H -3.672 0.821 4.410 -0.1 0.3 -0.3
H -1.493 0.003 5.159 -0.2 -0.2 -0.7
H 0.132 -0.904 3.599 -0.5 -0.3 -0.3
C 3.131 3.137 1.032 -0.7 0.3 0.6
C 1.939 2.460 1.730 0.0 -0.8 0.5
C 2.005 2.539 3.276 0.7 0.1 0.5
C 1.928 0.923 1.361 -0.9 0.4 1.4
N 0.725 3.130 1.260 -0.8 -0.3 0.3
N -0.446 2.567 1.792 1.0 -0.3 -0.9
H 4.078 2.638 1.240 -0.1 0.0 -0.1
H 3.201 4.181 1.326 0.1 0.1 0.4
H 2.908 3.199 -0.020 0.2 -0.4 -0.6
H 2.909 2.009 3.608 0.2 0.5 -0.1
H 1.248 1.933 3.777 -0.5 0.3 -0.3
H 1.997 3.567 3.718 0.1 -0.8 -0.6
H 2.920 0.488 1.452 0.2 0.2 -0.5
H 1.411 0.721 0.431 0.3 0.1 -0.4
H 1.354 0.339 2.115 0.2 0.5 -0.4
H -0.267 5.318 1.394 -0.5 0.1 0.4
H -1.114 2.538 1.010 0.2 -0.2 0.4
H -0.288 1.603 2.156 -0.4 0.8 -0.2
N -2.062 5.088 2.393 0.7 -1.4 -0.6
C -1.096 5.814 1.935 1.1 1.3 -0.3
N -1.052 7.128 2.108 -0.5 -0.2 0.1
S -1.676 0.481 -1.197 0.2 0.0 0.6
H -2.832 5.447 2.890 -0.9 0.5 0.6
H -1.925 4.079 2.333 -0.1 0.0 0.1
H -1.853 7.567 2.604 1.2 0.0 -0.6
H -0.266 7.683 1.743 -0.8 -0.4 0.4
```
Forces are in eV/Å.

* spin multiplicity: 3
* LUMO energy (spin up / spin down): -5.81 / -5.69 eV
* highest occupied orbital energy (spin up / spin down): -12.6 / -13.5 eV
* ΔE to the lowest compared entry with this formula, charge and spin: 260.8 kJ/mol
* net charge: +2
* expectation value of S²: 2.017

=====

- Which formula does entry 1 have?
  C26H40N4O6PPbS2